Formula: C21H22Cl45GaN3O2
Source: OMol25
Level of theory: wB97M-V/def2-TZVPD

The orbital gap comes out at 5.82 eV. The HOMO energy comes out at -5.0 eV. For the total energy, the calculation gives -23761.44036 Ha. The net charge is -1.

Structure (XYZ):
```
94
C21H22Cl45GaN3O2 | OMol25 | wB97M-V/def2-TZVPD
Ga -6.394 5.549 -0.138
Cl 7.167 -11.698 -4.217
Cl 6.102 0.106 -6.777
Cl -2.244 -6.339 -1.868
Cl -5.480 1.564 1.519
Cl -4.769 8.065 -6.903
Cl -2.275 -5.883 2.704
Cl -3.283 5.596 -6.737
Cl 10.521 -3.519 0.957
Cl -3.791 -6.114 7.865
Cl -1.743 -0.452 -0.522
Cl 2.422 -1.503 4.943
Cl 5.420 -3.031 -1.492
Cl 2.996 -3.868 -0.201
Cl 7.763 -3.907 0.173
Cl 0.786 0.829 -0.009
Cl -1.741 -6.230 9.891
Cl 0.571 -6.183 -1.275
Cl 0.558 -1.069 -2.154
Cl -2.094 -3.830 8.328
Cl 7.794 -1.171 -4.818
Cl 6.395 -9.152 -5.320
Cl 2.108 0.897 3.378
Cl 4.933 -1.435 -4.627
Cl -1.108 -8.016 0.183
Cl 2.921 -3.125 -2.984
Cl 3.093 -1.527 2.140
Cl 8.057 -8.815 1.206
Cl 7.221 -11.289 -7.075
Cl -0.726 1.515 -2.366
Cl -3.354 7.390 -4.482
Cl -5.719 5.920 -5.225
Cl 8.753 -5.091 2.611
Cl 6.181 1.100 -4.070
Cl 9.478 -11.193 0.401
Cl 0.218 -6.712 3.902
Cl 4.233 -5.561 -2.188
Cl 9.603 -6.107 0.055
Cl 0.346 -1.356 2.946
Cl 0.200 -4.634 1.915
Cl -1.018 -6.196 7.093
Cl 8.042 -9.628 -1.551
Cl 6.593 -11.172 0.404
Cl -0.494 -8.517 -2.592
Cl -0.921 -4.130 4.541
Cl 9.156 -9.974 -5.386
O -6.102 3.748 2.840
O -4.280 8.699 0.196
N -0.715 4.115 0.071
N 0.908 4.690 1.736
N 0.302 6.226 0.032
C -3.191 4.009 -0.175
C -2.029 4.112 0.797
C 1.986 -0.866 3.353
C -6.029 6.823 1.398
C -6.286 3.233 1.783
C 6.250 -0.348 -5.076
C -7.026 3.699 0.631
C -4.894 5.358 -1.507
C 0.174 5.091 0.590
C 8.042 -10.202 0.119
C -3.453 5.288 -0.974
C -0.819 -7.262 -1.388
C 3.897 -3.892 -1.721
C 7.483 -10.531 -5.502
C -2.159 -5.595 8.294
C -0.697 -5.333 3.268
C -4.284 6.741 -5.828
C -0.289 0.211 -1.273
C -3.771 8.107 1.392
C 9.165 -4.651 0.949
C -4.577 6.897 1.910
H -2.915 3.228 -0.895
H -4.027 5.974 1.718
H -7.693 6.111 -0.940
H -2.736 7.791 1.197
H -2.040 3.263 1.493
H -6.415 7.807 1.125
H 0.971 6.798 0.546
H 0.987 5.431 2.418
H -5.056 4.447 -2.101
H -3.154 6.180 -0.412
H 0.522 3.863 2.170
H -2.087 5.021 1.402
H -4.231 8.047 -0.511
H -4.606 6.997 3.004
H -3.758 8.914 2.126
H -7.071 2.962 -0.167
H -6.648 6.479 2.235
H -0.286 3.214 0.246
H -8.046 3.906 0.971
H -2.759 5.266 -1.828
H -4.950 6.186 -2.220
H -4.089 3.647 0.328
```